Here is C31H55BF3N7O3PRuS as an isolated structure from OMol25. Energies are from ωB97M-V/def2-TZVPD.

Results
Relative energy (zero: lowest compared OMol25 entry of this formula, charge and spin) = 61.44 kJ/mol
Kohn-Sham gap (alpha / beta) = 8.5 / 7.6 eV
Expectation value of S² = 8.76

```
! wB97M-V def2-TZVPD RIJCOSX def2/J DEFGRID3
* xyz 0 6
H -5.5689 0.0411 1.5786
H -1.0190 2.3541 -2.4411
H -3.4753 4.7964 0.7951
C -1.2239 -3.7497 1.7331
B 1.0976 -1.0902 2.8231
C 0.1930 -4.8606 -0.9855
C -0.7731 -3.1762 0.5304
F 3.4431 0.8777 -4.7089
C -0.8184 -3.7173 -0.8721
H 5.4663 -3.8232 -0.5913
H -2.9009 -3.3678 -1.4384
N 1.6147 1.0500 1.5845
C -3.5617 0.2080 0.8780
C -1.0693 3.7057 0.1262
H -1.8101 -4.6412 1.8611
H 1.5719 3.4735 3.7708
C -3.7006 -1.1230 0.1316
C 2.2596 3.6440 -0.2712
H -4.7473 2.4009 -1.6967
C 2.8268 -0.2330 -4.3087
C 4.1085 2.3388 0.8057
S 1.7401 0.1319 -2.8742
N -0.8952 0.6283 0.0855
N 2.5808 -1.4377 0.8381
C -3.5680 3.8514 0.2540
C 1.4557 2.5645 3.2103
H 3.0778 4.0096 1.6639
P -2.3596 1.2619 -0.0995
H -4.4942 1.5826 -3.2301
C -2.2016 -4.1898 -1.3131
H -2.1309 -4.7126 -2.2667
O 2.6256 0.5856 -1.7995
H -0.4802 -2.9105 -1.5323
O 0.7988 1.1084 -3.3433
N 1.0203 0.4659 2.6560
H -0.0999 -5.7024 -0.3543
C -2.9569 -0.1218 2.2590
C 0.9196 1.3697 3.6439
H 3.5652 -2.2246 3.7949
H 0.2521 -5.2130 -2.0147
C -2.2284 2.9189 2.1312
C -4.3530 1.4931 -2.1509
H 5.1799 -0.0559 -0.9705
C 3.7782 -1.9230 0.5499
H -1.9963 3.9216 2.4927
H -3.2099 0.6226 3.0076
H -4.2782 -1.0339 -0.7852
H -1.1028 4.0171 -0.9131
F 2.1096 -0.7122 -5.3246
C 3.5166 -2.0659 2.7319
C -2.0906 2.4153 -2.6060
H -2.2596 2.3047 -3.6782
N -0.0217 -1.9361 2.1472
H -2.4456 3.4035 -2.3227
O 1.1470 -1.1599 -2.4822
H 5.3983 -2.7725 1.8302
H -0.9306 4.5988 0.7383
C -2.8558 1.2850 -1.8996
H -4.9561 0.6509 -1.8178
H -1.4208 2.2613 2.4496
H -3.3668 -1.0761 2.5913
Ru 0.7741 -0.1857 -0.2427
H 3.4514 -1.7169 -1.5104
H 1.0853 -1.3443 3.9981
H 3.7853 -4.1417 -1.0116
C 4.2734 -2.0266 -0.8609
H 3.0618 4.1015 -0.8499
H 5.8426 -1.2242 -2.1162
H -1.8750 -0.2236 2.2179
H 0.5295 1.0792 4.6035
C 2.8246 3.1371 1.0507
N -0.0598 -2.0934 0.8022
C -0.7176 -2.9341 2.7183
C 4.4237 -2.3326 1.7296
H -4.2171 -1.8313 0.7809
C 4.6273 -3.4759 -1.1961
H -4.5088 3.3967 0.5582
C -2.3428 2.9981 0.6005
C -4.9612 0.7982 1.0775
H 1.8478 2.8328 -0.8781
H -3.1255 -0.8399 -2.3810
H -3.6322 4.0936 -0.8037
H -1.4248 -0.3568 -2.2708
F 3.7539 -1.1352 -3.9891
H 1.4857 4.3968 -0.1212
H -2.6257 -4.8858 -0.5873
H -4.9581 1.6774 1.7169
H -2.3937 0.1331 -3.6490
H 4.9127 -3.5667 -2.2442
N 2.4192 -1.5324 2.1785
H -3.1541 2.6083 2.6077
H -5.4635 1.0516 0.1447
H 4.5202 1.9535 1.7381
H 6.2718 -1.3257 -0.4076
H 1.1851 -4.5360 -0.6738
H -0.7724 -3.0081 3.7897
H 3.9087 1.4876 0.1540
C -2.4234 -0.0324 -2.5717
C 5.4609 -1.0997 -1.1028
H 4.8591 2.9682 0.3263
H -2.7254 -1.5463 -0.1006
H -0.2008 3.0655 0.2685
C 1.9023 2.3037 1.9054
*
```

Mulliken population analysis, charges in e, atoms 1 to 4: 0.5387, 0.2518, 0.5274, -0.8305


Here is C31H28F6N5O10S6W as an isolated structure from OMol25. Energies are from ωB97M-V/def2-TZVPD.

Results
Kohn-Sham gap = 5.8 eV

```
! wB97M-V def2-TZVPD RIJCOSX def2/J DEFGRID3
* xyz 1 1
C 4.3897 -0.1460 -0.0500
O -2.1496 -1.3164 -4.2445
H -3.7624 -2.2100 -2.2060
C -0.2090 -4.1851 -2.6256
W -0.5741 -0.1828 -0.0724
O -1.3016 -0.2591 -2.2281
H 4.3655 7.0905 2.0461
O 1.3040 0.7595 2.9370
N 0.6281 -2.2367 1.8791
H -3.3670 -4.0024 0.6773
O 2.1426 -2.9564 -2.5940
C -4.0904 -1.2840 -1.7361
O -0.5356 2.3765 3.4415
H -2.1497 1.9636 -2.6086
S -1.4238 -0.6642 2.2017
H -3.8196 -0.4400 -2.3608
H 4.4932 3.8569 0.6589
S 0.7702 -2.6297 -2.4486
H 4.9854 -0.7149 0.6456
C -1.6931 -6.1407 2.6804
H 2.3146 1.8906 -2.5818
F 0.0414 -4.9667 -1.5919
C -0.4370 0.6389 -4.5490
H -2.6524 5.2762 0.0620
H 3.6027 7.1846 0.4660
H 1.7663 6.5774 2.5215
C 2.2720 0.4895 -0.9719
H 2.6365 -2.6145 2.4298
O -2.7177 0.2470 -0.0359
H 6.1086 0.7447 -0.9363
C -2.2076 4.3167 -0.1688
O 0.9461 0.4228 -1.0226
H -1.0263 -8.0961 2.1226
S -0.9984 -0.8237 -3.5689
N 0.2724 -1.7051 -3.6156
F 0.3809 1.3898 -3.8140
C 2.0303 5.5720 2.2169
C -2.0175 -7.1004 0.4995
H -3.0023 -4.1149 4.1525
H 0.2979 4.6930 3.1287
C -2.8350 -4.8923 0.9830
C -0.9278 2.4417 0.3848
C 1.5434 3.2328 2.1682
C -2.4441 3.7386 -1.4208
H -5.1561 -1.3119 -1.5265
C 5.0297 0.6778 -0.9431
C -2.5042 -3.8194 3.2297
F 0.1797 0.2549 -5.6444
H 4.7893 2.0713 -2.5672
C 2.7338 2.9860 1.4962
H 3.0203 1.9733 1.2514
O -4.1568 -1.5851 0.8332
C 2.9136 1.3268 -1.8831
C 4.2855 1.4210 -1.8645
H 3.7846 -2.6455 1.0826
C -0.4759 -2.0644 2.4896
H -1.3473 4.0150 1.7971
C 3.2164 5.3552 1.5176
H 3.8800 -1.3654 2.2937
C -1.9384 2.4888 -1.6912
N -1.1359 1.8900 -0.8052
H -1.3039 -6.2192 3.6893
C -2.3425 -4.9764 2.2790
C 2.3108 -1.1329 0.8946
H 5.0308 6.1712 0.6933
N -0.2112 1.4998 1.0935
H -3.0679 -5.8742 -0.9102
C 3.5598 4.0476 1.1740
H -1.8914 -7.9255 -0.1890
S -3.2644 -1.1568 -0.1843
O -1.9438 -1.8874 -0.2863
N 1.0028 -1.1901 1.0245
S 0.4966 1.8845 2.5843
C -2.6736 -5.9490 0.0958
C -1.4573 3.6598 0.7874
F 0.1013 -4.7980 -3.7516
H -3.0823 -3.0106 2.7847
C 1.1907 4.5222 2.5446
C 2.9847 -0.2528 -0.0338
C -1.5310 -7.1957 1.7979
C 3.1926 -2.0034 1.7374
H -3.0466 4.2463 -2.1593
C 4.1077 6.5103 1.1595
F -1.5040 -3.8602 -2.6357
O 0.3348 -2.1354 -1.1459
F -1.5104 1.3604 -4.8608
S -0.8817 -3.1647 3.7797
*
```

Mulliken population analysis, charges in e, atoms 1 to 4: -0.9044, -0.6451, 0.2059, 0.7231